[1]
{"formula": "C5H5NOS", "method": "ωB97M-V with the def2-TZVPD basis set", "spin_multiplicity": 1, "charge": 0, "species": ["C", "C", "C", "C", "C", "H", "H", "H", "H", "H", "N", "O", "S"], "positions_angstrom": [[0.3282, -0.9158, -1.4467], [-0.2154, 0.3996, -0.9792], [0.4111, 1.2087, 0.1539], [-0.4794, -0.7608, 1.3278], [-0.8036, 0.3843, 0.4647], [1.0738, -1.4417, -0.7081], [-0.5399, 1.1461, -1.5925], [0.6124, 2.2074, 0.1890], [-1.1988, -1.6075, 1.3413], [-1.7756, 0.7897, 0.4650], [0.6375, -0.8617, 2.0125], [0.4578, -1.1789, -2.6557], [1.4919, 0.6305, 1.4281]]}


[2]
{"formula": "C5H5NOS", "method": "ωB97M-V with the def2-TZVPD basis set", "spin_multiplicity": 1, "charge": 0, "smiles": "C1=CC2=NOC[C@H]2S1", "species": ["C", "C", "C", "C", "C", "H", "H", "H", "H", "H", "N", "O", "S"], "positions_angstrom": [[-0.2922, 1.7368, 0.3689], [-0.4823, -0.5900, 0.3784], [0.1705, -1.7508, 0.2541], [1.1599, -1.6447, -0.6152], [0.0114, 0.5697, -0.5314], [-0.4818, 2.6471, -0.3256], [0.3590, 2.1894, 1.2424], [0.1222, -2.7161, 0.7733], [1.9490, -2.2628, -0.7870], [-0.7072, 0.8874, -1.2914], [-1.7073, -0.2772, 0.9538], [-1.6786, 1.1812, 0.8706], [1.5774, 0.0299, -1.2910]]}


[3]
{"formula": "C5H5NOS", "method": "ωB97M-V with the def2-TZVPD basis set", "spin_multiplicity": 1, "charge": 0, "smiles": "c1ccoc1.N=C=S", "species": ["C", "C", "C", "C", "C", "N", "O", "S", "H", "H", "H", "H", "H"], "positions_angstrom": [[0.6268, 0.2620, -0.8635], [0.3333, 1.5841, -0.7481], [0.9340, 0.9405, 1.2234], [1.0240, -0.1599, 0.4301], [-3.0112, -0.4502, 0.1863], [-2.3708, -1.4314, 0.4265], [0.5179, 2.0018, 0.5140], [-3.6418, 0.9540, 0.0060], [0.5708, -0.3395, -1.7476], [0.0021, 2.3140, -1.4598], [1.1306, 1.0845, 2.2664], [1.3295, -1.1426, 0.7181], [-2.4010, -2.3997, 0.1982]]}


In eV, the Kohn-Sham gap values for the records above are, in order, 9.28; 8.06; 9.57.
In Ha, the lowest unoccupied orbital energy values for the records above are, in order, 0.0154; -0.0068; 0.0324.
In kcal/mol, the energy above the lowest of the compared OMol25 structures with the same formula, charge and spin values for the records above are, in order, 83.8; 111.9; 34.0.